Record 1
Here is an isolated molecule of C3H8ClNO at a distorted geometry from the OMol25 dataset. Energies are from ωB97M-V/def2-TZVPD.

ORCA input file:
```
! wB97M-V def2-TZVPD RIJCOSX def2/J DEFGRID3
* xyz 0 1
N 1.418 -0.335 -1.378
C 0.981 0.058 -0.073
C -0.565 0.366 -0.079
O -1.249 -0.665 -0.859
C -1.296 0.303 1.248
Cl -0.554 1.443 2.505
H 1.260 -1.333 -1.592
H 2.321 -0.093 -1.640
H 1.015 -0.757 0.699
H 1.469 0.979 0.218
H -0.652 1.326 -0.624
H -0.588 -1.156 -1.346
H -2.396 0.544 1.190
H -1.165 -0.680 1.731
*
```

Summary:
- total energy (eV) = -19300.230
- SMILES = NC[C@@H](O)CCl
- ΔE to the lowest compared entry with this formula, charge and spin (kcal per mole) = 26.0
- Kohn-Sham gap (Eh) = 0.382
- LUMO (hartree) = 0.0307

***

Record 2
Here is C32H51BaN4O2P2 as an isolated structure at a distorted geometry from the OMol25 dataset. Energies are from ωB97M-V/def2-TZVPD.

ORCA input file:
```
! wB97M-V def2-TZVPD RIJCOSX def2/J DEFGRID3
* xyz 1 1
C -1.908 -1.993 -0.667
C 0.193 -1.696 -1.726
C -2.308 -2.887 -1.667
C -0.177 -2.571 -2.762
C -1.428 -3.189 -2.718
H -3.310 -3.323 -1.629
H 0.518 -2.754 -3.587
H -1.730 -3.884 -3.507
N -0.656 -1.451 -0.683
P -2.405 0.252 0.908
P 2.169 -0.682 -0.005
C -2.836 -1.523 0.425
H -3.888 -1.677 0.132
H -2.651 -2.099 1.352
C 0.430 1.429 2.058
O 0.727 2.319 2.766
C 1.427 -0.849 -1.750
H 2.134 -1.192 -2.520
C 3.610 0.586 -0.223
C 2.886 -2.410 0.406
C -3.206 1.357 -0.436
C -3.333 0.490 2.566
C 3.209 1.937 0.413
H 3.284 1.897 1.510
H 3.915 2.705 0.045
H 2.186 2.245 0.156
C 4.863 0.105 0.540
H 4.678 0.053 1.626
H 5.234 -0.872 0.193
H 5.668 0.844 0.374
C 3.945 0.804 -1.712
H 4.984 1.175 -1.793
H 3.875 -0.122 -2.306
H 3.290 1.564 -2.167
C 3.502 -2.381 1.823
H 3.144 -1.508 2.392
H 3.180 -3.291 2.364
H 4.600 -2.370 1.814
C 1.717 -3.421 0.435
H 0.816 -2.998 0.904
H 1.457 -3.784 -0.571
H 2.034 -4.294 1.035
C 3.911 -2.903 -0.633
H 4.036 -2.178 -1.457
H 4.901 -3.105 -0.195
H 3.546 -3.849 -1.076
C -3.063 1.917 3.085
H -3.010 1.890 4.189
H -2.099 2.301 2.710
H -3.858 2.627 2.808
C -2.753 -0.500 3.595
H -2.724 -1.535 3.218
H -1.734 -0.216 3.897
H -3.402 -0.487 4.491
C -4.849 0.220 2.452
H -5.169 -0.371 3.330
H -5.453 1.138 2.430
H -5.086 -0.376 1.555
C -2.501 1.043 -1.774
H -3.220 0.867 -2.592
H -1.883 1.916 -2.053
H -1.832 0.176 -1.679
C -2.886 2.821 -0.058
H -1.842 2.895 0.292
H -3.004 3.454 -0.958
H -3.561 3.213 0.719
C -4.719 1.161 -0.640
H -4.970 0.120 -0.913
H -5.311 1.446 0.244
H -5.045 1.808 -1.476
Ba -0.003 0.002 0.834
N 0.244 1.149 -0.974
C 0.854 0.606 -1.960
C 0.989 1.252 -3.295
C 1.000 2.665 -3.353
C 1.095 0.534 -4.505
C 1.119 3.332 -4.574
H 0.909 3.209 -2.408
C 1.210 1.203 -5.731
H 1.081 -0.561 -4.498
C 1.225 2.604 -5.773
H 1.130 4.427 -4.597
H 1.288 0.626 -6.659
H 1.317 3.126 -6.731
N 0.373 -1.147 4.724
C -0.003 0.002 4.105
N -0.283 1.101 4.888
O -0.003 0.002 2.834
H 0.420 -1.207 5.752
H 0.616 -1.981 4.170
H -0.610 2.000 4.521
H -0.228 1.025 5.914
*
```

Summary:
- total energy (eV) = -63316.983
- ΔE to the lowest compared entry with this formula, charge and spin (kcal per mole) = 436.4
- Kohn-Sham gap (Eh) = 0.209
- LUMO (hartree) = -0.1097

***

Record 3
Here is C12H28BCsO6S3 as an isolated structure at a distorted geometry from the OMol25 dataset. Energies are from ωB97M-V/def2-TZVPD.

ORCA input file:
```
! wB97M-V def2-TZVPD RIJCOSX def2/J DEFGRID3
* xyz 0 1
Cs -2.575 4.354 -2.467
B -1.913 1.455 -1.533
H -1.060 1.990 -2.088
H -2.250 2.127 -0.675
H -2.772 1.410 -2.299
H -1.543 0.413 -1.167
C -0.558 3.162 3.805
C -0.290 2.055 2.811
C -0.974 2.384 1.463
S -2.076 3.754 1.664
O -3.422 3.357 2.033
O -1.965 4.558 0.444
C -1.188 4.418 3.125
H 0.300 3.584 4.331
H -1.234 2.910 4.628
H -0.519 1.053 3.160
H 0.789 2.138 2.663
H -1.541 1.549 1.070
H -0.127 2.650 0.839
H -1.735 5.163 3.693
H -0.336 4.961 2.700
C -0.820 -4.484 -1.720
C -2.076 -3.565 -1.793
C -2.155 -2.866 -0.446
S -1.590 -3.937 0.854
O -2.752 -4.617 1.403
O -0.594 -3.231 1.625
C -0.786 -5.098 -0.288
H 0.024 -3.931 -2.121
H -1.014 -5.380 -2.310
H -2.876 -4.269 -2.020
H -1.930 -2.793 -2.544
H -2.978 -2.184 -0.224
H -1.379 -2.087 -0.398
H -1.321 -6.045 -0.282
H 0.223 -5.333 0.051
C 4.359 0.619 -0.741
C 2.944 1.015 -0.358
C 1.979 0.444 -1.414
S 2.752 -1.040 -2.117
O 2.950 -0.826 -3.534
O 2.095 -2.225 -1.625
C 4.318 -0.833 -1.246
H 5.069 0.695 0.081
H 4.725 1.190 -1.595
H 2.980 2.108 -0.428
H 2.611 0.761 0.644
H 1.735 1.039 -2.291
H 1.043 0.131 -0.953
H 5.098 -1.119 -1.954
H 4.358 -1.584 -0.456
*
```

Summary:
- total energy (eV) = -58909.767
- ΔE to the lowest compared entry with this formula, charge and spin (kcal per mole) = 16.6
- Kohn-Sham gap (Eh) = 0.322
- LUMO (hartree) = -0.0179

***

Record 4
Here is C32H37N5O5STl as an isolated structure from the OMol25 dataset. Energies are from ωB97M-V/def2-TZVPD.

ORCA input file:
```
! wB97M-V def2-TZVPD RIJCOSX def2/J DEFGRID3
* xyz -1 1
Tl -0.631 -0.189 0.198
C 3.124 -2.422 4.034
C 3.069 -1.128 4.539
C 2.534 -0.100 3.778
C 2.047 -0.334 2.485
C 2.127 -1.637 1.979
C 2.652 -2.665 2.750
N 1.405 0.670 1.761
C 2.112 1.612 1.159
C 3.547 1.720 1.227
C 4.213 2.757 0.644
C 3.540 3.765 -0.085
C 2.180 3.681 -0.208
C 1.455 2.629 0.381
N 0.100 2.470 0.215
N -0.560 3.383 -0.343
C -1.941 3.085 -0.414
C -2.694 3.823 -1.330
C -4.041 3.557 -1.442
C -4.606 2.576 -0.632
C -3.781 1.915 0.261
N -2.481 2.169 0.382
H 3.537 -3.226 4.629
H 3.439 -0.920 5.537
H 2.476 0.909 4.172
H 1.775 -1.826 0.971
H 2.701 -3.666 2.335
H 4.096 0.951 1.752
H 5.295 2.797 0.732
H 4.095 4.570 -0.550
H 1.622 4.407 -0.785
H -2.194 4.561 -1.941
H -4.649 4.099 -2.156
H -5.659 2.332 -0.689
H -4.168 1.140 0.916
C 5.566 1.871 -2.933
O 5.729 0.475 -3.086
C 4.691 -0.309 -2.670
C 4.908 -1.702 -2.801
C 3.923 -2.553 -2.393
C 2.685 -2.119 -1.858
C 1.679 -3.087 -1.468
C 2.023 -4.575 -1.444
O 0.522 -2.804 -1.152
C 2.458 -0.695 -1.734
O 1.413 -0.170 -1.267
C 3.522 0.177 -2.161
H 6.497 2.324 -3.268
H 5.377 2.139 -1.891
H 4.738 2.243 -3.542
H 5.843 -2.058 -3.211
H 4.103 -3.614 -2.505
H 3.069 -4.809 -1.268
H 1.724 -5.016 -2.399
H 1.413 -5.030 -0.666
H 3.330 1.233 -2.028
C -2.265 -1.777 -2.803
S -1.763 -0.216 -3.538
C -0.083 -0.715 -3.915
O -1.659 0.771 -2.425
H -2.324 -2.534 -3.586
H -3.247 -1.620 -2.360
H -1.539 -2.069 -2.044
H -0.104 -1.543 -4.624
H 0.404 -0.993 -2.979
H 0.419 0.145 -4.355
C -0.579 -1.046 4.756
N -1.581 -0.557 3.824
C -1.536 0.856 3.476
C -2.425 -1.393 3.171
C -2.337 -2.859 3.543
O -3.206 -1.011 2.309
H -0.049 -0.189 5.163
H 0.165 -1.682 4.271
H -1.031 -1.593 5.587
H -1.664 1.461 4.378
H -2.337 1.075 2.776
H -0.584 1.105 2.998
H -2.529 -3.017 4.606
H -1.343 -3.252 3.322
H -3.076 -3.394 2.954
*
```

Summary:
- total energy (eV) = -67002.384
- ΔE to the lowest compared entry with this formula, charge and spin (kcal per mole) = 1.1
- Kohn-Sham gap (Eh) = 0.229
- LUMO (hartree) = 0.0890

***

Record 5
Here is an isolated molecule of C7H12N2 at a distorted geometry from the OMol25 dataset. Energies are from ωB97M-V/def2-TZVPD.

ORCA input file:
```
! wB97M-V def2-TZVPD RIJCOSX def2/J DEFGRID3
* xyz 0 1
C 1.347 0.018 1.713
C 1.600 0.226 0.250
C 0.767 0.968 -0.824
C -0.706 1.453 -0.721
C -1.487 0.942 0.469
C -1.688 -0.507 0.495
N -1.075 -1.457 -0.018
N -0.010 -1.436 -0.904
C 1.105 -0.483 -0.910
H 1.728 0.957 2.389
H 1.693 -1.102 2.140
H 0.167 -0.031 1.885
H 2.618 0.538 0.060
H 1.303 1.725 -1.442
H -0.552 2.556 -0.755
H -1.190 1.255 -1.672
H -1.124 1.197 1.476
H -2.533 1.430 0.450
H -2.485 -0.798 1.255
H 0.470 -2.282 -0.538
H 1.870 -0.899 -1.633
*
```

Summary:
- total energy (eV) = -10429.938
- SMILES = C[C@@H]1[C@@H]2CCC=NN[C@H]12
- ΔE to the lowest compared entry with this formula, charge and spin (kcal per mole) = 81.6
- Kohn-Sham gap (Eh) = 0.349
- LUMO (hartree) = 0.0317

***

Record 6
Here is a 2-piece molecular cluster, C9H14O overall at a distorted geometry from the OMol25 dataset. Energies are from ωB97M-V/def2-TZVPD.

ORCA input file:
```
! wB97M-V def2-TZVPD RIJCOSX def2/J DEFGRID3
* xyz 0 1
C -1.455 0.258 2.381
C -0.215 -0.180 1.616
C 0.998 0.465 1.715
C 2.199 -0.146 1.257
C 2.054 -1.190 0.340
O 3.150 -1.617 -0.354
C 0.839 -1.823 0.122
C -0.297 -1.307 0.783
H -1.368 -0.152 3.417
H -2.388 -0.087 1.895
H -1.668 1.364 2.432
H 1.077 1.434 2.214
H 3.152 -0.009 1.752
H 2.732 -1.930 -1.226
H 0.738 -2.704 -0.450
H -1.231 -1.736 0.513
C -1.835 1.300 -2.391
C -0.318 0.950 -2.262
H -2.325 0.865 -1.572
H -1.871 2.420 -2.262
H -2.142 1.044 -3.438
H 0.352 1.612 -2.789
H -0.190 -0.138 -2.386
H 0.012 1.308 -1.304
*
```

Summary:
- total energy (eV) = -11606.249
- SMILES = Cc1ccc(O)cc1.CC
- ΔE to the lowest compared entry with this formula, charge and spin (kcal per mole) = 32.0
- Kohn-Sham gap (Eh) = 0.340
- LUMO (hartree) = 0.0308

***

Record 7
Here is a 2-piece molecular cluster, C21H29FO7 overall at a distorted geometry from the OMol25 dataset. Energies are from ωB97M-V/def2-TZVPD.

ORCA input file:
```
! wB97M-V def2-TZVPD RIJCOSX def2/J DEFGRID3
* xyz 0 1
C -4.227 0.814 2.309
C -3.578 -0.085 1.782
C -2.677 -0.772 0.711
C -1.297 -0.794 0.908
C -0.694 -0.163 2.233
O 0.727 0.029 2.173
C 1.153 0.964 3.200
C 1.144 0.336 4.662
O 0.971 1.317 5.725
C 1.748 2.504 5.484
C 2.026 3.299 6.859
C -0.439 -1.453 -0.222
O 0.765 -1.658 -0.149
C -1.148 -1.846 -1.582
F -0.342 -2.220 -2.654
C -2.527 -1.835 -1.770
C -3.056 -2.294 -3.182
C -4.538 -1.850 -3.527
C -4.689 -0.294 -3.872
O -3.721 0.149 -4.845
C -2.596 0.806 -4.218
C -3.396 -1.410 -0.547
O -4.607 -1.567 -0.462
H -4.843 1.643 2.754
H -1.218 0.794 2.529
H -0.891 -0.938 3.054
H 0.503 1.899 3.135
H 2.211 1.285 2.979
H 2.132 -0.192 4.894
H 0.335 -0.439 4.828
H 2.743 2.302 4.987
H 1.099 3.203 4.855
H 1.152 4.006 7.041
H 2.974 3.899 6.727
H 2.087 2.515 7.670
H -2.376 -1.892 -3.995
H -3.037 -3.435 -3.209
H -5.319 -2.149 -2.772
H -4.815 -2.394 -4.494
H -4.739 0.349 -2.940
H -5.708 -0.178 -4.377
H -2.480 1.885 -4.527
H -2.623 0.692 -3.086
H -1.662 0.235 -4.553
C 2.532 -0.598 -2.078
C 3.446 0.203 -2.983
O 4.411 0.941 -2.220
C 5.579 0.433 -1.781
C 5.796 -1.056 -1.839
O 6.403 1.160 -1.286
H 3.085 -1.342 -1.503
H 1.767 -1.112 -2.661
H 2.042 0.058 -1.355
H 3.935 -0.414 -3.740
H 2.855 0.945 -3.523
H 5.525 -1.493 -0.877
H 6.853 -1.241 -2.033
H 5.246 -1.553 -2.634
*
```

Summary:
- total energy (eV) = -39289.785
- SMILES = C#CC1=C(COCCOCC)C(=O)C(F)=C(CCCOC)C1=O.CCOC(C)=O
- Kohn-Sham gap (Eh) = 0.293
- LUMO (hartree) = -0.0651

***

Record 8
Here is C25H70Ag2N5O8 as an isolated structure at a distorted geometry from the OMol25 dataset. Energies are from ωB97M-V/def2-TZVPD.

ORCA input file:
```
! wB97M-V def2-TZVPD RIJCOSX def2/J DEFGRID3
* xyz 3 3
Ag 6.091 -9.054 -13.290
Ag 10.438 -11.055 -15.577
C 6.977 -13.736 -12.710
O 7.544 -12.543 -13.288
H 7.413 -14.687 -13.014
H 7.029 -13.765 -11.621
H 5.961 -13.753 -13.104
C 9.886 -19.950 -14.253
C 9.170 -20.861 -15.212
C 10.235 -21.670 -16.029
O 11.086 -20.768 -16.751
C 12.279 -21.333 -17.320
N 8.335 -21.800 -14.367
H 9.178 -19.348 -13.683
H 10.349 -19.121 -14.789
H 10.468 -20.441 -13.474
H 8.583 -20.301 -15.940
H 9.748 -22.453 -16.610
H 10.858 -22.235 -15.335
H 12.952 -21.623 -16.513
H 12.701 -20.630 -18.038
H 12.108 -22.237 -17.905
H 8.294 -22.718 -14.785
H 8.930 -21.981 -13.572
C 3.797 -17.412 -8.447
C 3.940 -17.858 -6.935
C 2.656 -18.463 -6.426
O 1.603 -17.553 -6.322
C 0.424 -18.097 -5.701
N 5.113 -18.705 -6.771
H 3.405 -18.160 -9.135
H 4.791 -17.171 -8.826
H 3.217 -16.505 -8.620
H 4.072 -16.921 -6.394
H 2.981 -18.826 -5.451
H 2.392 -19.319 -7.047
H 0.561 -18.293 -4.638
H 0.224 -19.092 -6.099
H -0.398 -17.424 -5.945
H 4.903 -19.628 -7.121
H 5.417 -18.937 -5.836
C 8.345 -14.294 -19.636
C 9.035 -13.874 -18.328
C 10.364 -14.618 -18.117
O 11.076 -14.113 -16.931
C 12.374 -14.623 -16.669
N 9.184 -12.433 -18.293
H 8.669 -15.329 -19.750
H 8.518 -13.801 -20.592
H 7.269 -14.372 -19.480
H 8.378 -14.013 -17.470
H 10.991 -14.379 -18.976
H 10.238 -15.692 -17.982
H 13.020 -13.818 -16.320
H 12.735 -14.913 -17.656
H 12.454 -15.509 -16.039
H 9.901 -12.278 -18.987
H 8.350 -12.036 -18.702
C 12.943 -12.120 -10.823
C 12.119 -10.878 -10.786
C 12.496 -9.812 -9.675
O 11.623 -8.659 -9.865
C 11.931 -7.418 -9.141
N 12.336 -10.350 -12.186
H 14.009 -11.922 -10.939
H 12.516 -12.825 -11.536
H 12.890 -12.624 -9.859
H 11.090 -11.204 -10.634
H 13.533 -9.524 -9.849
H 12.226 -10.275 -8.726
H 11.402 -6.560 -9.554
H 12.939 -7.049 -9.331
H 11.680 -7.456 -8.081
H 12.081 -9.399 -11.962
H 13.339 -10.297 -12.291
C 5.599 -7.132 -9.673
C 5.789 -8.636 -9.330
C 4.480 -9.418 -9.366
O 4.149 -9.671 -10.773
C 2.991 -10.423 -10.964
N 6.742 -9.222 -10.202
H 6.443 -6.451 -9.791
H 4.833 -6.706 -9.025
H 5.166 -7.066 -10.671
H 6.126 -8.766 -8.302
H 3.717 -8.767 -8.938
H 4.380 -10.376 -8.856
H 3.231 -11.403 -10.553
H 2.808 -10.527 -12.034
H 2.151 -9.902 -10.505
H 7.647 -8.896 -9.896
H 6.897 -10.210 -10.057
C 10.179 -16.558 -8.781
C 10.354 -16.181 -7.272
O 9.104 -15.843 -6.627
H 10.967 -17.244 -9.093
H 10.263 -15.670 -9.409
H 9.204 -16.979 -9.025
H 11.099 -15.403 -7.106
H 10.695 -17.078 -6.756
H 8.452 -16.546 -6.666
C 3.001 -18.357 -15.665
C 3.920 -18.212 -14.465
O 3.900 -19.540 -14.011
H 3.551 -19.015 -16.337
H 2.903 -17.396 -16.170
H 1.988 -18.701 -15.456
H 3.706 -17.396 -13.775
H 4.919 -18.083 -14.883
H 4.808 -19.808 -13.850
*
```

Summary:
- total energy (eV) = -58851.456
- expectation value of S² = 2.009
- Kohn-Sham gap (alpha / beta) (Eh) = 0.167 / 0.065
- LUMO (alpha / beta) (hartree) = -0.3370 / -0.4382

***

Question: What is the formula in the third record?
Answer: C12H28BCsO6S3

***

Question: The lowest total energy belongs to which entry?
Answer: C32H37N5O5STl